ORCA calculation (the ωB97M-V functional and the def2-TZVPD basis) on a cluster of 2 separate species, C3H7N3O in total.

Summary:
- lowest unoccupied orbital energy (alpha / beta) (eV) = -11.85 / -9.89
- net charge = +2
- energy relative to the best compared isomer or geometry (same formula, charge and spin) (kcal/mol) = 144.0
- 2S+1 = 1
- gap between HOMO and LUMO (alpha / beta) (eV) = 7.7 / 9.6

```
14
Properties=species:S:1:pos:R:3:forces:R:3:nbo_charge:R:1
C -1.26171 -0.07887 -0.05145 0.9 0.4 0.9 0.548
C 0.91018 -0.01261 0.02061 2.0 0.3 0.2 0.821
C -0.83026 1.35770 -0.12477 -1.4 0.8 -1.2 -0.195
N -0.12263 -0.84901 -0.11844 -1.1 -2.1 0.8 -0.630
N -2.38833 -0.59762 0.19686 -0.3 -1.4 -0.4 -0.604
N 3.60127 0.35106 0.02645 -1.7 1.0 -0.3 -0.394
O 0.57660 1.21089 0.02368 1.6 -0.7 -1.3 -0.373
H -1.23803 1.81702 -1.11715 1.3 -0.5 1.4 0.322
H -0.96569 2.05715 0.70459 -1.4 -0.3 0.1 0.319
H -0.20451 -1.93755 0.06433 1.1 2.8 -0.7 0.510
H -3.18973 0.02454 0.10689 -0.6 -0.8 0.5 0.482
H -2.37299 -1.65172 0.33718 -1.2 1.7 -0.3 0.472
H 3.99244 1.22203 0.42035 0.0 -0.5 0.0 0.368
H 4.17938 -0.46023 0.08187 0.8 -0.8 0.2 0.355
```
Forces are in eV/Å.